Computed, not measured: a structure of composition C30H32GaN2O2S4, with ωB97M-V with the def2-TZVPD basis set.

```
71
C30H32GaN2O2S4 (ωB97M-V with the def2-TZVPD basis set)
Ga -0.765 0.308 0.987
C 2.922 2.695 2.192
C 3.355 1.452 1.428
S 2.008 0.391 0.777
C 2.184 -1.153 1.718
C 1.750 -1.046 3.170
S -0.024 -0.632 3.310
C -0.037 0.926 4.274
C 0.536 2.186 3.640
S 2.341 2.371 3.883
H 2.157 3.256 1.658
H 3.789 3.343 2.320
H 3.999 0.825 2.043
H 3.912 1.746 0.538
H 3.227 -1.460 1.653
H 1.573 -1.874 1.174
H 2.302 -0.273 3.694
H 1.892 -1.999 3.681
H 0.456 0.705 5.220
H -1.095 1.079 4.478
H 0.070 3.051 4.110
H 0.338 2.234 2.573
S -3.694 3.565 1.258
C -3.955 2.643 2.669
C -3.042 1.639 2.816
C -2.081 1.619 1.776
C -2.321 2.597 0.848
C -1.532 2.737 -0.360
C -1.739 3.713 -1.335
C -0.908 3.752 -2.436
C 0.113 2.813 -2.559
C 0.249 1.862 -1.573
N -0.549 1.827 -0.501
H -4.786 2.880 3.315
H -3.075 0.931 3.633
H -2.548 4.420 -1.217
H -1.053 4.503 -3.201
H 0.781 2.823 -3.407
H 1.007 1.090 -1.622
C 2.704 -5.904 -5.357
C 2.507 -4.489 -4.886
C 3.303 -3.471 -5.397
C 3.155 -2.164 -4.961
C 2.171 -1.863 -4.039
C 1.352 -2.869 -3.532
N 0.362 -2.498 -2.583
C -0.987 -2.588 -2.755
C -1.535 -3.183 -3.908
C -2.893 -3.312 -4.065
C -3.786 -2.853 -3.091
C -3.284 -2.233 -1.978
C -1.896 -2.077 -1.788
C -1.478 -1.312 -0.632
O -2.307 -0.725 0.129
O -0.231 -1.126 -0.321
C 1.535 -4.199 -3.917
C 0.755 -5.318 -3.283
H 3.361 -5.932 -6.224
H 1.753 -6.362 -5.631
H 3.148 -6.523 -4.574
H 4.052 -3.707 -6.143
H 3.789 -1.380 -5.354
H 2.018 -0.843 -3.706
H 0.665 -1.910 -1.824
H -0.865 -3.531 -4.682
H -3.276 -3.777 -4.965
H -4.852 -2.972 -3.222
H -3.939 -1.842 -1.213
H 0.069 -5.787 -3.993
H 0.175 -4.968 -2.433
H 1.438 -6.094 -2.933
```

Values from the calculation:
Net charge: +1
Maximum force (eV Å⁻¹): 0.9
Frontier orbital gap (eV): 7.251
Lowest unoccupied orbital energy (hartree): -0.10416
E_HOMO (hartree): -0.371
DFT total energy (a.u.): -4939.8154
Relative energy (zero: lowest compared OMol25 entry of this formula, charge and spin) (kcal/mol): 3.3

Per-atom Löwdin charges, elementary charge units: 0.409, -0.518, -0.457, 0.933, -0.483, -0.461, 0.963, -0.470, -0.508, 0.901, 0.080, 0.078, 0.084, 0.079, 0.095, 0.072, 0.039, 0.090, 0.088, 0.056, 0.086, 0.028, 1.083, -0.381, -0.184, -0.234, -0.501, -0.248, 0.005, -0.022, -0.030, -0.109, 0.058, 0.077, 0.105, 0.111, 0.122, 0.115, 0.083, -0.041, -0.224, -0.043, -0.076, -0.027, -0.204, 0.103, -0.172, -0.013, -0.050, -0.075, -0.010, -0.066, -0.485, 0.039, -0.075, -0.177, -0.032, 0.079, 0.083, 0.089, 0.113, 0.105, 0.104, 0.113, 0.115, 0.114, 0.107, 0.122, 0.090, 0.077, 0.087